1.
Entry from the OMol25 dataset: C30H39F3GaN3O8P as an isolated structure (ωB97M-V/def2-TZVPD).

The geometry in XYZ format:
```
85
Properties=species:S:1:pos:R:3:forces:R:3
O -1.6543 5.0067 2.4433 -2.12 -1.23 1.52
H -3.3230 0.1664 3.0096 -0.72 -0.95 -1.33
H -1.3364 3.9563 5.1080 -1.49 0.01 -0.75
C 1.5563 -1.6918 -6.0790 -0.12 -0.12 -0.15
Ga -0.6967 -0.1128 2.3841 -0.51 1.06 0.24
C 2.3133 -5.3316 6.5065 -0.04 0.06 0.08
H 0.7708 0.2776 -6.3822 -0.18 -0.10 -0.14
O -3.7647 5.4628 3.3718 4.09 -2.08 -0.03
C 3.2582 -5.2370 5.4881 -0.34 -0.78 0.18
H -3.1399 3.7746 1.5617 1.30 1.07 -0.52
H -2.1357 -1.8547 0.9558 -0.62 1.32 0.30
C -2.3011 -0.7641 1.2377 0.07 -0.01 -0.39
C 3.1656 -7.6137 5.1476 -0.10 0.19 0.17
H -0.6868 4.4303 -0.2918 -0.97 -1.13 0.71
H 2.0874 -2.1647 3.8948 0.22 1.50 -0.90
H -1.8659 4.2255 -7.0887 0.06 -0.08 0.08
C 2.3944 0.2456 0.6857 1.20 -0.03 -0.18
H 0.4230 -4.5240 -7.5716 -0.04 0.13 0.01
H 2.1682 -0.3004 4.0622 0.49 -1.52 -0.81
H 3.4956 -8.5041 4.6230 -0.02 0.13 0.02
C -1.2507 3.0846 -3.9526 -0.06 -0.01 0.10
C 0.0106 3.4208 -6.4182 -0.13 0.05 0.24
F -6.0268 -0.4415 1.6916 1.82 1.59 -1.04
H -1.1346 -2.9079 -8.5875 0.04 0.25 0.07
C 1.4621 -3.0390 -6.4148 -0.02 0.02 -0.03
C -1.3188 3.7971 -6.2546 0.01 0.02 0.06
H -3.9271 -1.5169 2.5809 -0.10 1.62 -0.86
H 1.0633 -6.6634 7.6388 0.08 0.06 -0.09
P 1.3787 -0.9668 1.7347 0.73 -0.98 -0.21
C 2.2267 -7.7164 6.1695 0.01 0.02 0.00
C -2.2920 4.4890 1.2376 -1.59 -1.27 -1.48
H -2.7550 2.8885 4.6225 0.44 1.77 -0.04
F -4.9578 1.5483 1.9385 0.14 -2.32 -2.08
H -2.8231 5.3307 0.6617 0.96 -1.06 0.87
N 3.8203 -3.9290 5.1432 0.27 0.72 -0.17
C -0.8112 1.9822 2.3505 0.98 0.14 0.25
H 2.1484 -3.7550 -5.9733 -0.09 0.09 -0.03
H -2.9869 3.9208 -4.9038 0.12 -0.06 0.04
H 1.7372 0.7197 -0.1242 0.84 -0.51 1.37
H -3.0362 4.4314 5.6433 0.72 -0.58 -1.61
C -4.8025 0.2458 1.3691 -0.48 -1.30 1.49
H 4.1588 0.7995 1.9905 -1.36 0.87 -0.68
C 3.2162 1.3074 1.5696 -0.44 -0.63 -0.25
H 2.3115 -1.3599 -5.3746 -0.13 0.02 -0.06
H -0.0414 2.3148 3.1473 -1.57 -0.24 -0.90
O 2.0090 1.8919 -3.1651 -0.44 0.10 -0.04
C 0.6856 -0.7700 -6.6496 0.03 0.09 0.02
C 0.7177 2.8806 -5.3503 0.08 0.03 -0.09
C -0.3840 -2.5580 -7.8880 -0.05 -0.07 -0.07
H 3.5033 -1.2362 3.1618 -1.42 -0.01 0.22
H 1.8279 -8.6890 6.4414 0.03 0.11 -0.04
O 3.4476 -2.9630 5.7884 0.23 -0.58 -0.13
C 3.6844 -6.3709 4.8007 0.06 -0.03 -0.05
O 0.2372 2.0261 -1.9322 0.35 0.08 -0.87
H 4.4152 -6.3039 4.0028 -0.10 0.22 0.14
H -1.7534 2.9571 -3.0002 0.26 -0.05 -0.03
O -1.0359 0.9390 -7.8824 -0.06 -0.50 -0.16
C -2.4325 3.9815 4.7752 0.88 0.10 0.20
H -0.2174 1.7444 0.2234 -0.15 1.56 1.06
O -2.0279 -0.6592 -8.9496 0.37 0.17 0.33
H -1.9474 3.1355 -0.5612 0.51 0.85 1.55
H 2.5600 1.5905 2.4648 1.00 0.04 -1.34
C -1.9498 3.6273 -5.0259 0.28 -0.05 -0.12
H -2.2625 -0.1488 0.2715 -0.35 -0.82 1.32
C 2.3825 -1.1946 3.3632 0.11 0.75 0.49
H 0.4970 3.5522 -7.3787 -0.04 -0.07 0.12
H -0.9865 -0.5163 3.9346 0.04 -0.17 -0.08
C -2.6576 4.8640 3.4653 -2.69 1.84 0.43
H 3.1652 -0.3975 0.1102 -1.13 1.00 0.79
F -4.7093 0.2645 -0.0335 -0.50 0.63 3.06
N -1.1817 -0.2381 -8.1744 -0.37 0.31 -0.22
H 0.7063 3.0935 1.0524 -1.66 -0.66 -0.01
H 1.9734 -4.4524 7.0423 0.17 0.01 -0.22
C 0.4928 -3.4723 -7.3148 0.05 0.26 0.08
C 1.7977 -6.5781 6.8451 0.20 -0.05 -0.20
C -1.3414 3.6584 0.2699 1.08 1.09 -0.28
C -0.3418 2.6212 0.9604 -0.23 -0.83 -0.23
H 1.7543 2.5942 -5.4900 -0.12 0.01 0.24
C -3.6189 -0.5128 2.1240 1.15 0.38 -0.34
O 4.6326 -3.8814 4.2317 -0.32 -0.13 0.41
H -1.8770 2.2194 2.6724 1.40 0.10 -0.47
N 0.8311 2.1706 -2.9884 0.20 -0.27 0.63
C -0.2774 -1.2093 -7.5554 0.54 -0.56 0.35
C 0.0829 2.7198 -4.1213 -0.46 0.32 -0.63
H 3.5008 2.1885 0.9067 -0.26 -0.90 1.14
```
Positions in Å, forces in eV/Å.

Computed properties:
**Strongest force on any atom**: 0.0892 hartree/bohr
**Electronic energy**: -4498.1166 a.u.
**Net charge**: -1
**Highest occupied orbital energy**: -3.4 eV

2.
Entry from the OMol25 dataset: a 2-piece molecular cluster, C5H11NO overall (ωB97M-V/def2-TZVPD).

The geometry in XYZ format:
```
18
Properties=species:S:1:pos:R:3:forces:R:3
H 0.7191 1.9044 -1.6215 -0.01 -0.32 -0.32
H -1.4699 1.4505 -1.9454 -0.37 0.30 0.20
O -4.3243 2.2705 0.4557 -0.11 -0.09 -0.21
C 1.3743 -1.8338 1.0410 -0.51 0.08 0.09
C 0.2883 1.0987 -1.0284 0.61 -0.54 0.16
H 1.7448 -0.2945 -1.2016 0.04 -0.35 0.28
H -1.7341 0.4096 -0.5016 0.50 -0.90 0.02
H 0.0416 -0.2469 1.3846 0.23 -0.01 0.30
H 1.0967 -2.3359 1.9615 -0.15 -0.17 -0.18
C -1.0093 0.8826 -1.1470 -0.71 1.24 -0.36
N 2.2536 -2.5424 0.2600 0.52 -0.33 0.16
C 1.3221 0.2422 -0.3398 -0.12 0.67 -0.24
H 2.5024 -3.4873 0.4987 -0.08 0.28 0.04
H 2.1529 0.8898 -0.0232 -0.10 -0.07 0.19
C 0.8464 -0.6346 0.7754 0.28 -0.01 -0.34
H -4.6891 1.5922 1.0336 0.13 0.16 0.06
H 2.6372 -2.1893 -0.5952 -0.13 0.14 0.01
H -3.7527 2.8242 0.9931 0.00 -0.09 0.14
```
Positions in Å, forces in eV/Å.

Computed properties:
**Structure (SMILES)**: C=CC/C=C\N.O
**Strongest force on any atom**: 0.0286 hartree/bohr
**Electronic energy**: -327.0421 a.u.
**Net charge**: 0
**Highest occupied orbital energy**: -7.8 eV
**Energy above the lowest of the compared OMol25 structures with the same formula, charge and spin**: 56.00 kcal per mole

3.
Entry from the OMol25 dataset: a 5-piece molecular cluster, H10O5 overall (ωB97M-V/def2-TZVPD).

The geometry in XYZ format:
```
15
Properties=species:S:1:pos:R:3:forces:R:3
O -1.0232 -2.9015 0.3955 0.40 0.37 -0.30
O 0.7811 -0.3355 1.5110 -0.65 -1.17 -0.33
H 1.3274 2.5386 -0.9280 -0.35 0.39 0.24
H -0.4150 -0.9417 -2.1337 0.03 0.29 0.12
O -0.9789 1.9030 0.3550 0.60 0.12 -0.58
O 1.8897 1.7714 -0.9649 0.15 -0.48 -0.85
H -1.8843 2.1452 0.5467 -0.05 -0.23 0.44
H -0.5772 1.3607 1.0497 -0.35 -0.01 0.03
O -0.4731 -0.6885 -1.2051 0.09 0.31 -0.04
H -0.3284 0.2765 -1.1417 -0.05 -0.44 -0.08
H -1.2929 -1.9902 0.2056 -0.24 -0.11 0.05
H 0.9276 -0.8722 0.6979 -0.06 0.77 0.48
H 0.1454 -0.9256 1.9725 0.58 0.54 -0.12
H -0.3236 -2.9713 -0.2735 -0.18 -0.35 0.31
H 2.2252 1.6311 -0.0871 0.09 0.00 0.63
```
Positions in Å, forces in eV/Å.

Computed properties:
**Structure (SMILES)**: O.O.O.O.O
**Strongest force on any atom**: 0.0268 hartree/bohr
**Electronic energy**: -382.1962 a.u.
**Net charge**: 0
**Highest occupied orbital energy**: -11.3 eV
**Energy above the lowest of the compared OMol25 structures with the same formula, charge and spin**: 17.55 kcal per mole

4.
Entry from the OMol25 dataset: C2H3Br3Si as an isolated structure (ωB97M-V/def2-TZVPD).

The geometry in XYZ format:
```
9
Properties=species:S:1:pos:R:3:forces:R:3
H 1.6877 -1.1032 -1.0146 0.49 0.76 -0.11
Si 1.4553 0.0216 -0.0411 0.68 -1.03 -0.75
C -0.3562 -0.2778 0.0444 -2.51 -0.32 0.13
H 2.0762 1.3727 -0.4265 -0.65 -0.89 0.44
C -1.4329 0.5302 0.0290 1.25 -1.44 -0.02
H 1.8254 -0.6648 1.1943 0.59 0.48 0.49
Br -3.1923 0.0161 -0.0620 -1.06 -0.63 0.02
Br -0.7540 -2.2520 0.1762 0.54 1.66 -0.17
Br -1.3092 2.3572 0.1002 0.68 1.41 -0.03
```
Positions in Å, forces in eV/Å.

Computed properties:
**Strongest force on any atom**: 0.0493 hartree/bohr
**Electronic energy**: -8089.4745 a.u.
**Net charge**: 0
**Highest occupied orbital energy**: -9.4 eV
**Energy above the lowest of the compared OMol25 structures with the same formula, charge and spin**: 109.60 kcal per mole